C4H10 | ωB97M-V with the def2-TZVPD basis set

XYZ file:
```
14
Properties=species:S:1:pos:R:3
C -1.153 -0.119 1.196
C -1.489 -0.756 -0.148
H -0.151 0.333 1.237
H -1.893 0.632 1.457
H -1.203 -0.862 1.991
H -1.317 -0.064 -0.980
H -2.544 -1.001 -0.211
H -0.949 -1.692 -0.331
C 1.383 -0.122 -0.939
C 1.523 1.074 -0.205
H 1.873 -1.068 -0.742
H 0.663 -0.170 -1.756
H 2.195 1.120 0.647
H 0.954 1.943 -0.517
```

Output
Spin multiplicity: 2
Relative energy (zero: lowest compared OMol25 entry of this formula, charge and spin) (kcal/mol): 15.9
HOMO level (spin up / spin down) (hartree): -0.597 / -0.596
Charge: +1